# 1
Here is C24H30As3NO18SV as an isolated structure from OMol25. Energies are from ωB97M-V/def2-TZVPD.

CARTESIAN COORDINATES (ANGSTROEM)
V  0.42  1.17  -1.09
O  -5.02  -1.55  -2.17
C  -3.83  -0.93  -1.97
C  -3.73  0.46  -1.91
C  -2.49  1.00  -1.66
N  -1.43  0.24  -1.50
C  -1.50  -1.08  -1.60
C  -2.69  -1.73  -1.83
C  -0.13  -1.72  -1.48
O  0.01  -2.93  -1.59
O  0.79  -0.84  -1.28
C  -2.15  2.48  -1.53
O  -2.98  3.33  -1.80
O  -0.94  2.65  -1.14
H  -5.72  -0.88  -2.15
H  -4.59  1.11  -2.03
H  -2.74  -2.80  -1.88
C  5.09  0.30  0.66
O  3.87  -0.42  0.88
C  3.06  0.12  1.79
O  3.36  1.04  2.50
C  1.74  -0.59  1.85
C  1.73  -1.91  2.05
As  0.21  -3.14  2.30
C  0.66  -3.44  4.20
C  -1.24  -1.86  2.50
C  -1.28  -0.61  1.89
As  0.20  0.54  1.46
C  0.26  1.80  2.94
C  -2.49  0.08  1.55
O  -2.56  1.29  1.33
O  -3.58  -0.72  1.33
C  -4.82  -0.05  1.36
C  -2.34  -2.34  3.30
O  -3.20  -1.72  3.89
O  -2.35  -3.74  3.36
C  -3.27  -4.27  4.29
C  3.03  -2.66  2.17
O  3.70  -2.67  3.18
O  3.40  -3.41  1.12
C  2.72  -3.24  -0.14
H  5.60  -0.23  -0.15
H  5.70  0.29  1.56
H  4.87  1.32  0.36
H  1.62  -3.95  4.27
H  -0.11  -4.07  4.63
H  0.72  -2.49  4.73
H  0.16  1.25  3.87
H  -0.59  2.47  2.81
H  1.19  2.35  2.89
H  -5.57  -0.80  1.10
H  -4.85  0.79  0.66
H  -5.02  0.33  2.37
H  -3.16  -5.35  4.25
H  -4.30  -3.99  4.03
H  -3.07  -3.91  5.30
H  3.39  -3.68  -0.88
H  2.56  -2.19  -0.36
H  1.77  -3.76  -0.14
C  0.78  2.47  -5.66
As  1.25  2.87  -3.81
C  0.21  4.47  -3.60
C  3.16  2.99  -4.05
O  0.64  1.48  -3.09
H  1.13  3.25  -6.34
H  -0.30  2.37  -5.74
H  1.24  1.52  -5.94
H  0.50  5.17  -4.38
H  0.36  4.88  -2.61
H  -0.83  4.17  -3.73
H  3.35  3.80  -4.75
H  3.46  2.05  -4.51
H  3.68  3.15  -3.11
O  4.11  3.21  -0.78
S  2.68  2.97  -0.59
O  2.40  1.48  -0.86
O  1.88  3.66  -1.64
O  2.17  3.30  0.73

Spin multiplicity: 4
LUMO (spin up / spin down) in eV: 3.96 / 3.96
Net charge: -2

Mulliken charges in e:
1. V 1.50
2. O -0.59
3. C 1.04
4. C -0.55
5. C -0.07
6. N 0.67
7. C 0.25
8. C -0.65
9. C -0.10
10. O -0.75
11. O -0.50
12. C 0.08
13. O -0.84
14. O -0.66
15. H 0.32
16. H 0.50
17. H 0.59
18. C -0.66
19. O -0.01
20. C -0.87
21. O -0.62
22. C 0.86
23. C 0.33
24. As 0.28
25. C -1.38
26. C 1.05
27. C -0.45
28. As 1.84
29. C -1.43
30. C -0.06
31. O -0.74
32. O -0.02
33. C -0.96
34. C -0.06
35. O -0.71
36. O -0.36
37. C -0.86
38. C 0.14
39. O -0.63
40. O -0.41
41. C -0.41
42. H 0.24
43. H 0.25
44. H 0.17
45. H 0.46
46. H 0.38
47. H 0.34
48. H 0.40
49. H 0.41
50. H 0.44
51. H 0.23
52. H 0.39
53. H 0.29
54. H 0.26
55. H 0.27
56. H 0.31
57. H 0.37
58. H 0.03
59. H 0.34
60. C -1.32
61. As 0.92
62. C -1.21
63. C -1.03
64. O -0.55
65. H 0.40
66. H 0.33
67. H 0.36
68. H 0.44
69. H 0.33
70. H 0.30
71. H 0.40
72. H 0.31
73. H 0.27
74. O -0.83
75. S 0.86
76. O -0.37
77. O -0.58
78. O -0.70

# 2
Here is C44H54BF4IrNO3P3S as an isolated structure from OMol25. Energies are from ωB97M-V/def2-TZVPD.

CARTESIAN COORDINATES (ANGSTROEM)
Ir  0.33  0.34  -0.27
C  4.62  -0.69  -0.54
C  4.07  -0.45  0.86
C  5.05  -1.05  1.88
P  2.25  -0.86  0.96
C  1.88  -1.04  2.77
C  0.88  -2.15  3.04
C  1.42  0.31  3.33
C  2.12  -2.54  0.27
C  3.06  -3.54  0.48
C  2.95  -4.79  -0.11
C  3.98  -5.86  0.17
C  1.86  -5.03  -0.94
C  0.89  -4.08  -1.13
C  0.99  -2.83  -0.50
N  0.01  -1.86  -0.67
C  -1.30  -2.24  -0.75
C  -1.81  -3.37  -0.07
C  -3.16  -3.59  -0.03
C  -4.05  -2.72  -0.65
C  -5.53  -2.86  -0.47
C  -3.54  -1.66  -1.41
C  -2.19  -1.41  -1.48
P  -1.34  -0.20  -2.51
C  -2.63  0.76  -3.45
C  -3.48  -0.04  -4.45
C  -3.57  1.62  -2.59
C  -0.51  -1.29  -3.78
C  -1.21  -2.61  -4.10
C  -0.18  -0.52  -5.06
H  5.65  -0.35  -0.59
H  4.06  -0.15  -1.30
H  4.60  -1.75  -0.79
H  4.06  0.63  1.03
H  5.43  -2.01  1.52
H  4.65  -1.20  2.87
H  5.91  -0.39  1.97
H  2.82  -1.30  3.26
H  -0.05  -2.02  2.49
H  0.62  -2.15  4.10
H  1.29  -3.13  2.79
H  0.44  0.59  2.93
H  2.12  1.11  3.10
H  1.33  0.24  4.41
H  3.91  -3.34  1.13
H  4.95  -5.43  0.41
H  4.10  -6.52  -0.70
H  3.67  -6.48  1.01
H  1.77  -5.99  -1.44
H  0.05  -4.28  -1.78
H  -1.14  -3.98  0.53
H  -3.55  -4.40  0.58
H  -5.80  -3.85  -0.10
H  -6.07  -2.67  -1.40
H  -5.86  -2.12  0.27
H  -4.24  -1.01  -1.92
H  -2.00  1.45  -4.03
H  -4.04  -0.83  -3.95
H  -2.91  -0.49  -5.25
H  -4.21  0.63  -4.90
H  -4.43  1.04  -2.27
H  -3.95  2.44  -3.19
H  -3.09  2.02  -1.70
H  0.44  -1.53  -3.28
H  -2.16  -2.46  -4.62
H  -1.42  -3.20  -3.21
H  -0.57  -3.21  -4.76
H  -1.06  -0.42  -5.70
H  0.57  -1.07  -5.63
H  0.21  0.47  -4.86
O  -1.89  3.69  1.28
S  -0.94  2.97  0.49
O  -1.50  1.91  -0.38
O  0.22  2.40  1.20
C  -0.21  4.13  -0.64
C  -0.67  5.44  -0.63
C  -0.04  6.41  -1.39
C  1.08  6.09  -2.13
C  1.55  4.78  -2.14
C  0.89  3.77  -1.44
P  1.60  2.07  -1.45
C  1.99  1.69  -3.19
C  1.87  2.54  -4.28
C  2.33  2.15  -5.53
C  2.93  0.92  -5.71
C  3.01  0.04  -4.64
C  2.52  0.41  -3.40
C  3.23  2.53  -0.75
C  4.41  2.50  -1.47
C  5.61  2.89  -0.87
C  5.61  3.34  0.44
C  4.42  3.40  1.16
C  3.24  3.00  0.57
H  -1.51  5.68  0.01
H  -0.41  7.43  -1.37
H  1.61  6.85  -2.68
H  2.46  4.55  -2.67
H  1.41  3.51  -4.17
H  2.23  2.83  -6.37
H  3.31  0.63  -6.68
H  3.43  -0.95  -4.77
H  2.52  -0.30  -2.59
H  4.42  2.16  -2.50
H  6.53  2.86  -1.44
H  6.54  3.65  0.90
H  4.42  3.75  2.18
H  2.31  3.04  1.13
F  -1.27  -0.25  1.51
B  -2.43  -0.74  2.27
F  -3.56  -0.53  1.50
F  -2.45  -0.05  3.46
F  -2.24  -2.11  2.49

Spin multiplicity: 5
LUMO (spin up / spin down) in eV: 0.29 / -2.04

Here are the Mulliken charges for atoms 1 to 99, given in e:
1. Ir 3.29
2. C -1.36
3. C 1.64
4. C -1.72
5. P 1.06
6. C 0.71
7. C -1.75
8. C -1.53
9. C -0.97
10. C -0.20
11. C 0.68
12. C -1.76
13. C -1.27
14. C 0.43
15. C -1.23
16. N 0.70
17. C -0.33
18. C 0.10
19. C -1.17
20. C 0.28
21. C -1.79
22. C -0.45
23. C 0.19
24. P 1.39
25. C 0.25
26. C -1.49
27. C -1.43
28. C 1.52
29. C -1.44
30. C -1.61
31. H 0.54
32. H 0.02
33. H 0.36
34. H -0.62
35. H 0.41
36. H 0.41
37. H 0.46
38. H 0.45
39. H 0.34
40. H 0.53
41. H 0.22
42. H 0.17
43. H 0.28
44. H 0.49
45. H 0.42
46. H 0.39
47. H 0.40
48. H 0.31
49. H 0.42
50. H 0.43
51. H 0.47
52. H 0.32
53. H 0.42
54. H 0.38
55. H 0.32
56. H 0.19
57. H 0.52
58. H 0.12
59. H 0.27
60. H 0.55
61. H 0.30
62. H 0.55
63. H 0.03
64. H -0.42
65. H 0.23
66. H 0.14
67. H 0.50
68. H 0.31
69. H 0.56
70. H 0.19
71. O -0.79
72. S 0.95
73. O -0.79
74. O -0.59
75. C 0.01
76. C -0.58
77. C -0.78
78. C -0.99
79. C -0.85
80. C 0.10
81. P 1.57
82. C 0.69
83. C -1.19
84. C -0.78
85. C -0.84
86. C -1.10
87. C -0.17
88. C 1.08
89. C -0.53
90. C -0.57
91. C -0.82
92. C -0.56
93. C -1.00
94. H 0.62
95. H 0.41
96. H 0.43
97. H 0.67
98. H 0.61
99. H 0.41

# 3
Here is C24H38O3PSn as an isolated structure at a distorted geometry from OMol25. Energies are from ωB97M-V/def2-TZVPD.

CARTESIAN COORDINATES (ANGSTROEM)
C  -2.85  -0.77  1.25
C  -3.08  -0.22  -0.04
C  -2.81  1.19  0.04
C  -2.43  1.49  1.36
C  -2.50  0.30  2.13
Sn  2.51  0.42  -0.81
C  2.97  3.27  0.09
C  3.56  2.20  0.78
H  4.62  2.13  0.87
C  2.81  1.07  1.35
H  1.74  1.25  1.61
H  3.33  0.42  2.05
C  3.39  3.50  -1.35
H  3.56  2.59  -1.95
H  2.57  4.01  -1.89
H  4.28  4.13  -1.49
C  1.51  3.58  0.29
H  0.88  2.66  0.37
H  1.30  4.19  1.17
H  1.09  4.11  -0.59
C  -3.37  -1.01  -1.24
H  -2.56  -1.73  -1.43
H  -4.30  -1.57  -1.15
H  -3.43  -0.37  -2.12
C  -2.76  2.10  -1.13
H  -2.16  1.65  -1.92
H  -3.75  2.30  -1.54
H  -2.31  3.05  -0.86
C  -1.88  2.78  1.83
H  -2.16  3.59  1.14
H  -2.22  3.04  2.83
H  -0.78  2.75  1.86
C  -2.16  0.12  3.56
H  -2.18  1.08  4.08
H  -2.84  -0.56  4.05
H  -1.14  -0.29  3.67
C  -2.86  -2.21  1.56
H  -2.61  -2.39  2.60
H  -3.82  -2.67  1.35
H  -2.10  -2.74  0.95
C  -0.96  -0.10  -2.97
C  -0.05  0.98  -3.17
C  -1.72  -0.58  -3.99
C  -0.63  2.02  -3.98
H  0.89  1.40  -2.83
C  -2.08  0.36  -5.01
H  -1.95  -1.63  -3.99
C  -1.67  1.69  -4.89
H  -0.22  3.03  -3.95
H  -2.57  0.00  -5.90
H  -2.04  2.54  -5.49
C  1.39  -3.14  3.04
O  1.33  -3.00  1.61
P  1.76  -4.12  0.49
O  3.31  -4.45  0.83
C  4.28  -3.64  1.50
O  1.83  -3.12  -0.81
C  2.93  -2.92  -1.69
H  0.59  -2.52  3.45
H  2.35  -2.77  3.42
H  1.23  -4.17  3.40
H  4.04  -2.56  1.48
H  4.39  -3.97  2.53
H  5.23  -3.79  0.98
H  3.75  -2.36  -1.19
H  3.34  -3.85  -2.12
H  2.56  -2.28  -2.52

LUMO (spin up / spin down) in eV: -5.42 / -5.41
Net charge: +1

Mulliken charges in e:
1. C 0.31
2. C 0.89
3. C 0.58
4. C 0.03
5. C 0.66
6. Sn 0.96
7. C 0.45
8. C -0.38
9. H 0.42
10. C -1.01
11. H 0.33
12. H 0.50
13. C -1.11
14. H 0.19
15. H 0.35
16. H 0.37
17. C -0.45
18. H -0.29
19. H 0.39
20. H 0.28
21. C -1.55
22. H 0.18
23. H 0.48
24. H 0.42
25. C -0.81
26. H -0.11
27. H 0.33
28. H 0.29
29. C -1.53
30. H 0.44
31. H 0.46
32. H 0.07
33. C -1.47
34. H 0.37
35. H 0.43
36. H 0.15
37. C -1.37
38. H 0.39
39. H 0.32
40. H 0.15
41. C -0.08
42. C 0.05
43. C -0.49
44. C -0.72
45. H 0.10
46. C -0.46
47. H 0.53
48. C -0.32
49. H 0.39
50. H 0.43
51. H 0.41
52. C -0.63
53. O 0.05
54. P -0.16
55. O -0.33
56. C -0.39
57. O 0.08
58. C -0.81
59. H 0.11
60. H 0.27
61. H 0.35
62. H 0.03
63. H 0.31
64. H 0.26
65. H 0.28
66. H 0.32
67. H 0.28

# 4
Here is a 2-piece molecular cluster, H3O2 overall at a distorted geometry from OMol25. Energies are from ωB97M-V/def2-TZVPD.

CARTESIAN COORDINATES (ANGSTROEM)
O  0.58  -1.11  -0.49
H  1.36  -0.89  -0.02
O  -0.78  1.01  0.37
H  -1.17  0.65  -0.40
H  0.02  0.33  0.54

LUMO in eV: 5.76
Net charge: -1

Mulliken charges in e:
1. O -1.12
2. H 0.14
3. O -0.71
4. H 0.28
5. H 0.40